1.
Formula: BrCl2IMnO8
Source: the Open Molecules 2025 dataset
Level of theory: ωB97M-V/def2-TZVPD

Output
Net charge: -2
Frontier orbital gap (alpha / beta), eV: 7.87 / 7.58
<S²>: 8.76
Multiplicity: 6
ΔE to the lowest compared entry with this formula, charge and spin, eV: 0.000
Energy, Ha: -5544.66236
LUMO (alpha / beta), eV: 4.421 / 4.088

Geometry (Å):
Cl1 -16.67 10.01 18.08
O1 -16.49 11.59 11.91
O2 -14.33 11.15 11.03
O3 -15.54 10.49 18.81
Br1 -15.45 13.73 15.10
O4 -14.95 10.53 13.32
Mn1 -17.54 12.03 14.37
O5 -16.98 10.99 17.08
O6 -15.66 9.33 11.36
O7 -17.75 9.80 19.00
I1 -18.98 9.72 14.15
Cl2 -15.38 10.65 11.93
O8 -16.38 8.77 17.40

***

2.
Formula: C6H14N2O
Source: the Open Molecules 2025 dataset
Level of theory: ωB97M-V/def2-TZVPD

Output
Frontier orbital gap, eV: 9.03
ΔE to the lowest compared entry with this formula, charge and spin, eV: 4.413
Energy, Ha: -421.63808
LUMO, eV: 0.507

Geometry (Å):
N1 2.96 -0.49 -0.47
H1 -1.90 2.23 0.82
N2 -1.68 -1.12 0.00
H2 -2.15 1.54 -0.80
H3 3.27 0.44 -0.23
O1 0.36 0.24 -1.26
H4 0.36 2.57 0.10
C1 0.80 1.72 0.62
H5 0.19 -2.30 -0.50
H6 1.81 -3.02 -0.28
H7 0.61 1.82 1.69
C2 -2.17 1.32 0.27
H8 -3.19 1.06 0.55
C3 1.24 -2.25 -0.80
H9 0.91 -0.44 0.62
C4 1.83 -0.95 -0.44
C5 -1.23 0.14 0.59
H10 -2.64 -1.32 0.26
H11 -1.63 -1.03 -1.01
C6 0.19 0.45 0.04
H12 1.33 -2.39 -1.88
H13 1.87 1.77 0.44
H14 -1.17 0.02 1.67

***

3.
Formula: C3H10NO
Source: the Open Molecules 2025 dataset
Level of theory: ωB97M-V/def2-TZVPD

Output
Net charge: +2
Frontier orbital gap (alpha / beta), eV: 8.53 / 5.84
<S²>: 0.75
Multiplicity: 2
ΔE to the lowest compared entry with this formula, charge and spin, eV: 4.424
Energy, Ha: -249.43842
LUMO (alpha / beta), eV: -10.447 / -13.141

Geometry (Å):
H1 2.53 -3.71 -1.74
H2 -1.34 1.11 -0.64
H3 0.68 -0.15 0.70
C1 -0.19 2.62 1.15
C2 -1.29 0.55 0.30
H4 -1.35 1.29 2.45
C3 -1.05 1.44 1.43
O1 -0.04 -0.22 0.06
H5 -0.30 3.28 2.00
N1 1.56 -3.86 -2.04
H6 1.42 -4.70 -2.64
H7 -0.66 3.11 0.28
H8 0.88 2.48 0.92
H9 -2.09 -0.19 0.32
H10 1.24 -3.03 -2.56

***

4.
Formula: C2H3NS
Source: the Open Molecules 2025 dataset
Level of theory: ωB97M-V/def2-TZVPD

Output
Frontier orbital gap (alpha / beta), eV: 8.69 / 6.67
ΔE to the lowest compared entry with this formula, charge and spin, eV: 3.407
Energy, Ha: -530.80951
LUMO (alpha / beta), eV: 0.216 / -0.263

Geometry (Å):
C1 0.66 -0.51 -0.81
H1 -0.77 -1.60 0.17
H2 -1.12 1.21 0.13
N1 -0.25 -0.73 0.06
C2 -0.56 0.50 0.71
H3 0.24 0.90 1.32
S1 1.80 0.23 -1.59

***

5.
Formula: C6H9N2O2
Source: the Open Molecules 2025 dataset
Level of theory: ωB97M-V/def2-TZVPD

Output
Net charge: +1
Frontier orbital gap, eV: 8.79
SMILES: C[NH2+][C@H]1[C@H]2C(=O)C(=O)[C@]21N
ΔE to the lowest compared entry with this formula, charge and spin, eV: 4.155
Energy, Ha: -493.64959
LUMO, eV: -4.176

Geometry (Å):
H1 0.43 2.16 -1.65
H2 0.58 -0.41 -1.79
C1 -0.56 2.05 0.42
H3 -1.83 -2.56 0.61
C2 0.02 1.50 -0.82
N1 -1.27 -0.86 -0.56
C3 0.05 1.11 1.48
H4 -2.01 -0.21 -0.22
H5 2.74 -0.08 -0.47
C4 0.04 0.02 -0.85
H6 2.70 0.60 1.14
O1 -1.12 3.10 0.56
H7 -0.57 -2.98 -0.54
H8 -0.12 -1.86 0.88
C5 0.95 0.37 0.23
C6 -0.93 -2.17 0.13
H9 -1.67 -1.05 -1.53
O2 0.30 1.07 2.64
N2 2.27 0.21 0.32

***

6.
Formula: C53H35AsBr5N3O6SSn
Source: the Open Molecules 2025 dataset
Level of theory: ωB97M-V/def2-TZVPD

Output
Frontier orbital gap, eV: 5.30
ΔE to the lowest compared entry with this formula, charge and spin, eV: 0.000
Energy, Ha: -18374.84207
LUMO, eV: -2.480

Geometry (Å):
C1 -1.88 -1.15 2.35
H1 -0.56 -7.21 -3.63
C2 5.93 1.30 -1.14
C3 3.95 0.46 -0.05
H2 -4.16 -2.95 4.88
C4 3.19 5.10 -2.95
C5 0.98 6.58 1.19
C6 -0.07 -4.23 2.09
H3 3.21 5.25 -4.02
H4 -1.94 -6.46 3.81
C7 -1.74 -4.12 -4.34
H5 1.05 4.95 -2.90
O1 -4.04 -1.14 -0.93
Br1 6.26 0.59 1.59
H6 5.23 4.79 -0.28
H7 5.70 1.85 -3.20
C8 4.36 5.06 -2.23
C9 -1.75 -0.91 3.72
H8 1.81 -4.07 -2.77
C10 -0.63 -4.37 0.82
H9 -1.40 4.21 1.54
C11 5.29 0.80 -0.02
H10 0.14 -6.05 -1.57
C12 -1.69 -5.25 0.66
C13 -7.18 0.33 -0.07
C14 -1.18 5.93 2.79
H11 0.73 -3.52 2.26
C15 0.26 5.42 0.93
O2 1.15 0.35 -2.34
C16 3.80 -3.84 -2.02
H12 -0.73 7.73 3.88
C17 -0.19 0.27 2.28
C18 -0.83 5.11 1.74
C19 0.62 7.41 2.24
C20 0.64 3.01 0.26
H13 -2.88 -2.30 0.83
C21 1.91 4.75 -0.94
H14 -0.08 -4.86 4.13
C22 4.00 -3.02 0.22
C23 -1.35 -3.47 -3.18
C24 -4.37 0.96 0.15
O3 -3.19 1.16 0.34
H15 -2.18 -5.35 -0.31
Br2 -9.01 -0.01 -0.05
N1 -0.97 -0.46 1.55
C25 -0.68 -4.15 -2.17
C26 4.31 4.84 -0.85
Sn1 -0.84 0.19 -0.98
C27 1.96 4.94 -2.31
Br3 -6.80 -2.34 -1.01
C28 2.62 -2.95 0.32
C29 -0.45 7.09 3.05
H16 2.19 -2.52 1.21
H17 1.82 6.85 0.56
H18 3.06 4.50 0.85
H19 5.32 5.17 -2.72
H20 0.60 0.89 1.88
H21 -1.76 -5.98 -5.40
C30 2.42 -3.79 -1.91
C31 -6.32 -0.63 -0.46
H22 1.19 8.31 2.43
C32 -5.40 1.98 0.48
C33 -2.57 -1.55 4.65
H23 -2.46 -1.36 5.71
C34 -0.53 -4.98 3.16
H24 -2.02 5.67 3.42
H25 6.97 1.57 -1.10
C35 4.60 -3.47 -0.95
N2 -0.25 2.28 -0.45
C36 -3.63 -2.70 2.81
Br4 -8.01 2.97 0.76
C37 -1.46 -5.47 -4.50
H26 -4.36 -3.43 2.46
H27 3.29 1.21 -3.28
As1 -0.13 -3.13 -0.61
C38 1.80 0.23 -1.28
H28 4.25 -4.16 -2.95
C39 3.10 4.69 -0.21
C40 -6.71 1.68 0.37
C41 3.87 1.10 -2.37
H29 3.44 0.09 0.83
C42 0.58 4.49 -0.23
H30 -2.26 -3.58 -5.12
C43 3.25 0.60 -1.24
S1 -0.46 0.21 3.98
H31 -1.58 -2.41 -3.05
C44 -0.97 3.12 -1.29
Br5 -4.73 3.62 1.05
C45 -1.58 -5.87 2.98
C46 -2.82 -2.06 1.89
O4 1.23 -0.12 -0.20
C47 -0.40 -5.50 -2.34
C48 -3.51 -2.44 4.18
C49 -0.79 -6.16 -3.50
C50 -4.85 -0.37 -0.47
H32 -2.99 -6.68 1.58
C51 5.21 1.45 -2.32
O5 1.39 2.64 1.13
H33 4.62 -2.69 1.05
H34 -0.93 5.17 -1.65
C52 1.81 -3.36 -0.74
H35 5.68 -3.51 -1.03
C53 -2.17 -6.00 1.73
N3 -0.54 4.40 -1.13
O6 -1.85 2.73 -2.04

***

7.
Formula: C40H111N9O13
Source: the Open Molecules 2025 dataset
Level of theory: ωB97M-V/def2-TZVPD

Output
Frontier orbital gap, eV: 9.19
SMILES: COC[C@H](C)N.COC[C@H](C)N.COC[C@H](C)N.COC[C@H](C)N.COC[C@H](C)N.COC[C@H](C)N.COC[C@H](C)N.COC[C@H](C)N.COC[C@H](C)N.OCCO.OCCO
ΔE to the lowest compared entry with this formula, charge and spin, eV: 7.287
Energy, Ha: -3061.19468
LUMO, eV: 0.190

Geometry (Å):
H1 4.42 -2.55 -3.89
C1 3.57 -3.24 -3.84
H2 -3.19 -2.10 2.22
H3 3.13 2.28 -1.09
H4 -2.80 8.13 0.93
O1 2.40 -2.56 -3.32
H5 5.36 -4.26 3.27
H6 -5.49 -2.97 4.60
O2 1.65 -5.04 1.90
H7 2.05 5.44 0.37
H8 -0.91 -3.20 -3.19
H9 -0.82 -1.43 -2.88
H10 3.53 -5.20 0.90
H11 -0.70 3.32 4.62
H12 -6.13 -2.41 6.12
H13 0.16 4.15 -7.30
N1 3.77 -6.99 2.60
H14 -0.19 -0.02 -4.99
H15 2.41 4.69 -1.69
H16 6.12 3.09 4.50
H17 -2.93 -3.88 2.39
O3 0.20 2.66 -0.33
H18 3.30 -5.50 3.90
H19 -3.44 -6.62 -2.34
H20 -1.37 1.08 0.71
H21 -6.43 1.41 5.61
C2 -0.72 3.56 3.56
H22 -4.28 6.00 2.43
O4 5.48 2.38 4.53
C3 1.32 1.28 -3.98
H23 -4.01 -3.41 -0.68
H24 3.21 -3.74 1.82
H25 -1.01 -1.06 0.92
N2 -5.51 1.81 5.49
H26 0.18 3.40 2.96
H27 -2.36 -0.41 -1.34
H28 -1.80 -2.91 1.60
H29 5.08 1.72 -3.98
H30 -4.63 -5.79 -1.27
O5 4.18 2.98 -2.59
H31 2.99 -2.75 -1.37
H32 -5.11 1.46 6.35
C4 0.77 0.48 -5.16
H33 -0.41 1.15 2.09
H34 -0.60 3.87 -2.44
H35 -3.09 1.90 5.25
H36 -0.34 -2.67 -1.65
H37 -0.09 -3.13 4.89
H38 6.09 2.02 -2.65
C5 -2.21 6.71 2.22
H39 1.16 -4.28 -4.97
H40 -0.81 5.26 1.43
H41 5.76 -5.17 2.01
O6 -0.16 -0.65 1.10
N3 -2.24 7.29 0.92
H42 1.87 -1.57 -1.47
H43 -4.88 0.43 -3.74
H44 -3.33 2.28 -0.88
C6 2.02 -4.86 -5.28
H45 -0.06 -3.57 3.32
C7 -0.75 -3.59 4.16
H46 -1.86 5.19 -2.32
C8 3.20 4.49 -0.97
C9 -0.61 3.40 -7.12
H47 3.73 -4.11 -3.22
C10 -2.69 3.23 -2.43
H48 -3.38 6.51 3.90
H49 -3.28 -1.31 -0.29
H50 -1.40 2.87 3.06
H51 6.21 1.70 2.75
C11 5.25 1.85 3.25
H52 0.34 -5.31 5.73
C12 -1.65 5.26 2.12
H53 3.19 -3.16 -5.99
C13 -1.03 -2.40 -2.45
C14 4.15 5.76 -0.96
N4 2.48 4.53 0.30
H54 -1.59 4.28 -3.83
C15 -1.58 4.22 -2.75
C16 4.27 2.71 2.48
C17 3.72 -5.59 2.90
H55 3.44 -1.18 -2.20
H56 1.55 1.70 0.97
H57 4.69 -5.40 -4.84
H58 -0.77 2.81 -8.02
H59 -3.07 -5.98 -0.60
H60 -1.47 4.04 -6.94
H61 -0.72 -1.29 2.93
H62 -4.40 -0.80 5.60
H63 5.28 -4.16 -5.49
H64 5.59 4.06 2.18
C18 -6.25 -2.32 5.04
H65 0.90 3.32 -0.22
O7 -3.17 -4.62 -2.11
C19 -4.68 0.90 -2.78
C20 0.86 -4.48 0.86
C21 -0.38 0.78 1.06
H66 0.66 2.05 -3.57
C22 -3.02 -3.62 -1.10
H67 4.82 0.87 -2.48
H68 1.25 -1.25 -6.06
C23 5.24 -5.29 2.96
H69 -2.69 -2.61 4.59
H70 -7.23 -2.73 4.76
C24 2.69 -1.97 -2.07
N5 -2.38 -1.22 -0.74
H71 5.03 5.72 -0.32
N6 -2.79 3.13 -0.97
C25 3.86 3.08 -1.24
C26 -4.87 -0.47 4.68
H72 1.11 0.85 -0.51
H73 -2.75 1.23 3.66
H74 2.34 1.64 -4.13
H75 -4.40 -1.01 3.86
C27 5.04 1.85 -2.90
H76 3.55 6.66 -0.83
H77 -3.69 3.57 -2.70
H78 -2.69 1.88 -4.14
H79 1.05 -4.81 -0.16
H80 -1.49 1.66 -3.02
H81 -5.51 1.19 3.54
O8 -0.37 2.54 -6.06
H82 1.80 -5.19 -6.30
H83 3.34 2.71 3.06
H84 -4.15 7.66 2.74
O9 -6.22 -0.95 4.63
C28 3.04 -4.82 1.79
O10 -1.25 -4.88 4.59
H85 4.68 0.92 3.29
H86 1.51 2.05 -6.54
C29 0.72 1.48 0.28
H87 0.49 -5.83 4.03
C30 -1.89 -2.63 3.85
N7 4.46 -4.74 -5.58
O11 4.63 4.02 2.21
C31 -2.56 1.86 -3.06
C32 -2.40 -2.32 -1.71
H88 4.07 2.21 1.53
H89 2.82 -7.29 2.45
H90 0.84 -3.41 1.02
H91 5.74 -5.96 3.66
H92 -2.35 -3.78 -0.26
H93 -0.15 -4.78 1.11
H94 3.18 4.48 1.03
H95 -1.84 2.91 -0.71
H96 -3.23 -2.06 -2.37
N8 1.70 -0.56 -5.48
C33 0.60 1.47 -6.37
H97 -5.17 0.24 -2.07
H98 1.78 -1.03 -4.59
C34 -0.19 -5.74 4.88
H99 4.15 -7.10 1.67
C35 -3.58 -5.87 -1.56
H100 -5.12 1.90 -2.74
C36 -2.47 -2.89 2.45
H101 -1.93 -0.58 3.72
C37 3.27 -3.93 -5.22
H102 -2.84 6.68 0.37
C38 -4.88 1.12 4.42
H103 4.76 2.94 -0.64
H104 1.29 0.72 -3.05
C39 -3.60 6.73 2.86
O12 -3.30 0.83 -2.45
H105 2.11 -5.81 -4.75
H106 4.64 5.87 -1.92
H107 -0.43 -6.73 5.28
H108 -2.41 4.55 1.79
O13 -1.18 4.91 3.41
H109 -1.49 7.41 2.65
N9 -1.23 -1.32 3.80
C40 -3.50 1.75 4.25
H110 -3.51 2.74 3.79
H111 0.34 0.94 -7.28

***

8.
Formula: C13H18Cl2N2ORu
Source: the Open Molecules 2025 dataset
Level of theory: ωB97M-V/def2-TZVPD

Output
Net charge: -1
Frontier orbital gap (alpha / beta), eV: 4.37 / 7.41
<S²>: 8.77
Multiplicity: 6
ΔE to the lowest compared entry with this formula, charge and spin, eV: 0.000
Energy, Ha: -1706.12953
LUMO (alpha / beta), eV: 2.917 / 1.824

Geometry (Å):
C1 -0.52 -2.23 -0.74
H1 -3.40 2.00 -1.13
Ru1 -1.96 -0.01 -0.36
H2 -1.31 -1.86 -0.05
Cl1 -2.56 -0.94 1.66
H3 0.92 -2.37 0.77
H4 1.62 -4.49 -0.59
H5 -0.60 -4.61 -2.42
H6 -4.04 1.38 0.43
H7 1.71 -2.76 -3.07
N1 1.47 4.94 3.58
H8 -0.81 3.60 3.10
C2 -3.23 1.27 -0.32
C3 -0.21 -3.67 -2.81
C4 -1.11 2.06 1.67
H9 2.65 -3.12 -0.92
H10 0.99 0.78 -0.51
H11 0.56 4.83 4.00
C5 1.51 2.30 0.98
C6 0.67 1.40 0.33
H12 1.76 -4.52 -2.92
H13 2.12 5.59 4.00
C7 1.29 -3.61 -2.53
C8 -1.00 -2.53 -2.13
C9 0.64 -2.62 -0.27
C10 1.61 -3.48 -1.03
H14 2.55 2.33 0.66
H15 -2.07 -2.77 -2.13
Cl2 -0.99 0.66 -2.32
H16 -0.38 -3.62 -3.90
H17 -0.88 -1.62 -2.73
C11 1.02 3.13 1.99
O1 3.12 4.24 2.20
N2 -0.63 1.28 0.68
H18 -2.16 1.90 1.91
C12 1.97 4.13 2.60
C13 -0.33 3.00 2.33